Record 1
ORCA calculation (the ωB97M-V functional and the def2-TZVPD basis) on an isolated ion of composition C11H19N2 and charge +1.

Element x y z (Å)
C -3.60 0.50 0.08
C -2.23 0.93 -0.01
C -3.52 -0.82 0.11
C -1.40 -0.11 -0.05
C 2.10 -1.48 0.14
C 2.35 0.01 0.27
C 0.57 -1.70 0.27
C 1.04 0.71 0.33
C 0.97 2.04 -0.48
C 0.71 0.89 1.77
C 0.33 -0.30 -1.79
N -2.22 -1.25 -0.12
N 0.06 -0.33 -0.26
H -4.31 1.20 0.35
H -1.99 1.97 0.04
H -4.23 -1.67 0.17
H 2.39 -1.87 -0.83
H 2.66 -2.10 0.76
H 2.90 0.14 1.25
H 2.95 0.45 -0.63
H 0.22 -2.47 -0.45
H 0.26 -1.80 1.32
H -0.08 2.52 -0.48
H 1.29 2.00 -1.60
H 1.71 2.68 -0.01
H -0.40 1.08 1.92
H 1.32 1.65 2.12
H 1.03 0.13 2.42
H 1.40 -0.50 -2.03
H -0.34 -0.99 -2.26
H 0.11 0.70 -2.17
H -2.02 -2.22 -0.16

**ΔE to the lowest compared entry with this formula, charge and spin**: 201.9 kJ/mol
**Orbital gap**: 10.135 eV
**Highest occupied orbital energy**: -0.46133 Ha
**Net charge**: +1
**Structure (SMILES)**: CC1(C)CCC[N@@+]1(C)c1ccc[nH]1

=====

Record 2
ORCA calculation (the ωB97M-V functional and the def2-TZVPD basis) on C10H19BN4O7P2S2Tc as an isolated structure.

Element x y z (Å)
Tc 0.85 -0.10 -0.44
C 2.47 -4.29 -0.88
C 1.71 -3.08 -1.36
O 1.63 -3.14 -2.73
P 0.03 -2.97 -0.55
O 0.24 -3.09 1.01
O -0.83 -4.16 -1.06
O -0.61 -1.60 -0.76
P 3.14 -0.60 -1.70
O 1.81 -0.35 -2.73
O 2.29 -1.86 -0.83
O 2.72 0.48 -0.63
H 1.90 -5.19 -1.09
H 2.69 -4.21 0.18
H 3.41 -4.35 -1.44
H 1.14 -2.39 -3.11
H 0.44 -3.96 1.40
H -1.78 -4.19 -0.85
H 2.08 0.02 -3.59
C -2.48 0.73 -2.84
N -2.76 0.90 -1.43
C -3.93 0.59 -0.79
C -3.77 0.92 0.52
N -2.51 1.44 0.69
B -2.12 2.03 2.09
N -0.65 2.53 2.16
C -0.27 3.82 2.39
C 1.09 3.84 2.54
N 1.52 2.55 2.40
C 2.90 2.10 2.48
C 0.45 1.78 2.16
S 0.49 0.07 1.87
C -1.91 1.42 -0.51
S -0.29 1.91 -0.92
H -3.35 0.28 -3.32
H -1.62 0.08 -2.98
H -2.28 1.69 -3.31
H -4.78 0.19 -1.31
H -4.46 0.84 1.34
H -2.85 2.95 2.31
H -2.27 1.15 2.90
H -0.98 4.63 2.45
H 1.76 4.66 2.75
H 3.54 2.96 2.67
H 3.20 1.63 1.54
H 3.02 1.38 3.29

**Orbital gap (alpha / beta)**: 6.813 / 6.674 eV
**Highest occupied orbital energy (alpha / beta)**: -0.54459 / -0.54505 Ha
**Net charge**: +2
**Spin multiplicity**: 4
**<S²>**: 3.826

=====

Record 3
ORCA calculation (the ωB97M-V functional and the def2-TZVPD basis) on C21H69ClNbO16 as an isolated structure.

Element x y z (Å)
C 1.63 0.41 3.12
C 1.43 0.47 1.63
O 2.64 0.93 1.03
C 2.59 0.95 -0.37
C 2.80 -0.41 -1.06
O 3.48 -1.33 -0.23
C 3.01 -2.67 -0.21
C 2.68 -3.10 1.21
O 1.33 -3.04 1.56
C 0.49 -4.01 0.92
Nb -1.16 -3.18 -0.42
C -2.38 -1.93 1.10
C -3.52 -1.36 0.46
O -4.65 -1.73 0.34
Cl -3.08 0.25 -0.32
H 2.67 0.20 3.34
H 1.03 -0.38 3.57
H 1.36 1.35 3.59
H 1.17 -0.50 1.23
H 0.63 1.17 1.36
H 1.63 1.34 -0.70
H 3.37 1.64 -0.69
H 1.83 -0.82 -1.35
H 3.41 -0.24 -1.94
H 2.14 -2.78 -0.85
H 3.80 -3.32 -0.60
H 3.20 -2.40 1.87
H 3.08 -4.10 1.41
H -0.11 -4.47 1.72
H 1.10 -4.80 0.48
H -0.06 -1.70 -0.55
H -0.08 -3.90 -1.70
H -2.20 -4.70 -0.17
H -1.95 -2.58 -1.96
H -1.72 -1.14 1.45
H -2.73 -2.58 1.89
C -0.93 -7.65 -1.81
O -0.62 -6.72 -2.84
H -0.76 -7.14 -0.86
H -1.98 -7.96 -1.86
H -0.29 -8.53 -1.87
H -0.77 -7.15 -3.68
C 3.99 1.88 5.93
O 3.22 0.69 5.92
H 3.41 2.63 5.39
H 4.16 2.25 6.95
H 4.95 1.76 5.43
H 3.70 0.00 6.38
C -2.25 3.02 2.62
O -1.70 1.74 2.94
H -1.68 3.77 3.15
H -2.19 3.22 1.55
H -3.29 3.08 2.94
H -2.22 1.09 2.45
C 6.36 1.08 -2.72
O 5.53 -0.06 -2.92
H 5.88 1.91 -3.24
H 6.46 1.32 -1.66
H 7.36 0.94 -3.14
H 5.92 -0.81 -2.46
C 7.44 3.21 0.55
O 8.26 2.84 -0.56
H 6.49 2.69 0.43
H 7.88 2.91 1.50
H 7.25 4.29 0.58
H 9.11 3.29 -0.47
C -4.24 4.85 5.33
O -4.31 5.62 4.13
H -4.41 3.82 5.03
H -3.25 4.92 5.78
H -4.99 5.14 6.06
H -4.16 6.55 4.32
C -3.90 6.23 0.92
O -2.94 6.74 0.00
H -3.46 6.26 1.91
H -4.82 6.82 0.93
H -4.16 5.19 0.70
H -3.31 6.66 -0.89
C -0.70 6.35 6.04
O -1.63 6.26 7.11
H -1.27 6.20 5.12
H -0.21 7.32 5.99
H 0.06 5.57 6.10
H -1.16 6.38 7.94
C -2.46 -10.43 -3.79
O -1.74 -9.55 -4.64
H -1.90 -10.49 -2.86
H -3.46 -10.05 -3.57
H -2.54 -11.44 -4.21
H -2.21 -9.47 -5.47
C -3.50 -8.59 -8.31
O -2.96 -9.59 -7.44
H -4.27 -8.07 -7.75
H -2.74 -7.86 -8.61
H -3.95 -9.03 -9.20
H -2.27 -10.06 -7.91
C -3.44 7.24 -4.04
O -3.15 6.53 -2.84
H -4.12 8.04 -3.77
H -2.54 7.66 -4.49
H -3.93 6.60 -4.78
H -2.55 5.81 -3.05
C -1.92 2.73 -3.08
O -1.32 3.36 -4.22
H -1.77 3.41 -2.25
H -2.99 2.59 -3.23
H -1.45 1.78 -2.84
H -1.43 2.78 -4.98

**Orbital gap**: 6.991 eV
**Highest occupied orbital energy**: -0.18511 Ha
**Net charge**: -1

=====

Q: The lowest net charge belongs to which entry?
A: C21H69ClNbO16

=====

Q: The highest net charge belongs to which entry?
A: C10H19BN4O7P2S2Tc

=====

What did the first record say?
ORCA calculation (the ωB97M-V functional and the def2-TZVPD basis) on an isolated ion of composition C11H19N2 and charge +1.

Element x y z (Å)
C -3.60 0.50 0.08
C -2.23 0.93 -0.01
C -3.52 -0.82 0.11
C -1.40 -0.11 -0.05
C 2.10 -1.48 0.14
C 2.35 0.01 0.27
C 0.57 -1.70 0.27
C 1.04 0.71 0.33
C 0.97 2.04 -0.48
C 0.71 0.89 1.77
C 0.33 -0.30 -1.79
N -2.22 -1.25 -0.12
N 0.06 -0.33 -0.26
H -4.31 1.20 0.35
H -1.99 1.97 0.04
H -4.23 -1.67 0.17
H 2.39 -1.87 -0.83
H 2.66 -2.10 0.76
H 2.90 0.14 1.25
H 2.95 0.45 -0.63
H 0.22 -2.47 -0.45
H 0.26 -1.80 1.32
H -0.08 2.52 -0.48
H 1.29 2.00 -1.60
H 1.71 2.68 -0.01
H -0.40 1.08 1.92
H 1.32 1.65 2.12
H 1.03 0.13 2.42
H 1.40 -0.50 -2.03
H -0.34 -0.99 -2.26
H 0.11 0.70 -2.17
H -2.02 -2.22 -0.16

**ΔE to the lowest compared entry with this formula, charge and spin**: 201.9 kJ/mol
**Orbital gap**: 10.135 eV
**Highest occupied orbital energy**: -0.46133 Ha
**Net charge**: +1
**Structure (SMILES)**: CC1(C)CCC[N@@+]1(C)c1ccc[nH]1